15
Properties=species:S:1:pos:R:3:forces:R:3 method="wB97M-V/def2-TZVPD" charge=+1 homo_energy_ev=-15.511 e_tot_ha=-249.97106 relative_energy_kj_mol=217.3 gap_ha=0.376
C 2.7918 -0.2279 -0.4805 -3.76 -1.95 2.83
N 1.7854 -0.3143 0.3613 0.45 0.19 -1.98
H 3.6283 -0.8118 -0.2305 1.50 -0.14 0.05
H 2.5141 0.0581 -1.4516 0.35 1.33 -1.14
H 0.8095 0.1915 0.1049 1.33 0.08 0.67
H 1.8041 -0.9316 1.1866 0.52 0.78 -0.29
C -1.5000 0.3857 0.6179 -0.18 1.98 -1.19
O -0.2662 1.2571 0.0269 -2.20 -2.85 0.98
C -1.8705 -0.4615 -0.5750 3.11 -1.28 0.49
H -1.2491 -0.1943 1.5692 -0.06 1.14 -1.28
H -2.3135 1.2160 0.7485 1.53 -1.72 0.28
H -0.3337 1.9512 0.6555 0.68 1.52 0.72
H -1.0494 -1.3136 -0.7358 -1.60 1.96 -0.03
H -2.7412 -0.9905 -0.3732 -1.78 -0.94 0.31
H -2.0097 0.1857 -1.4240 0.13 -0.08 -0.44